{"formula": "C4H11N2O", "method": "ωB97M-V/def2-TZVPD", "homo_energy_ha": -0.07477, "total_energy_ha": -343.67851, "spin_multiplicity": 1, "gap_ev": 6.1, "lumo_ev": 4.1, "relative_energy_kj_mol": 243.3, "charge": -1, "elements": ["C", "O", "C", "N", "H", "H", "H", "H", "H", "H", "C", "C", "N", "H", "H", "H", "H", "H"], "coordinates": [[-0.16955, 0.85509, 0.06612], [0.19706, -0.18525, 0.89411], [-1.55529, 1.32535, 0.47917], [-2.00784, 2.56180, -0.22639], [0.56420, 1.67765, 0.12412], [-0.18678, 0.52644, -0.99413], [-2.34070, 0.59963, 0.26682], [-1.57653, 1.52182, 1.55245], [-3.00885, 2.68337, -0.24136], [-1.57637, 3.37727, 0.18543], [1.87092, -0.90577, 0.13663], [1.52464, -1.78621, -0.85289], [0.85413, -3.05242, -0.56931], [1.98957, -1.25253, 1.16182], [2.28845, 0.07975, -0.04131], [1.57540, -1.50902, -1.89740], [0.07705, -2.82935, 0.04466], [1.48051, -3.68763, -0.08854]], "forces_ev_per_angstrom": [[-0.249, -1.353, 0.652], [-0.536, 0.843, 0.260], [-0.802, 1.291, -0.346], [0.580, -0.102, -0.389], [-0.073, 0.539, -0.034], [-0.106, 0.198, -0.099], [0.352, -0.449, 0.016], [0.212, -0.332, 0.207], [-0.031, -0.033, 0.239], [-0.111, 0.079, -0.020], [-0.429, -1.157, -0.246], [0.958, 0.371, 0.263], [0.167, 0.476, -0.178], [0.116, -0.100, -0.175], [0.158, -0.174, -0.349], [-0.147, 0.086, -0.080], [0.053, -0.178, 0.136], [-0.113, -0.004, 0.144]], "nbo_charge": [-0.0643, -0.8515, -0.2119, -0.8689, 0.0981, 0.1254, 0.1690, 0.1521, 0.3384, 0.3370, -0.2487, -0.2770, -0.8824, 0.1732, 0.1782, 0.1487, 0.3554, 0.3290]}